No. 1
{"formula": "C15H22N2O4S", "method": "ωB97M-V/def2-TZVPD", "e_homo_ev": -8.66, "lumo_ev": 0.49, "e_above_lowest_ev": 17.9259, "homo_lumo_gap_ev": 9.154, "symbols": ["C", "H", "H", "C", "N", "S", "O", "O", "C", "C", "C", "C", "C", "C", "H", "H", "N", "C", "O", "C", "C", "H", "C", "H", "C", "H", "H", "O", "H", "H", "H", "H", "H", "H", "C", "C", "H", "H", "H", "H", "H", "H", "H", "H"], "positions_angstrom": [[-4.716183, -0.457032, 2.032414], [-4.282265, -1.485464, 1.898290], [-4.189702, 0.147351, 2.594176], [-5.116937, -0.057517, 0.609749], [-3.887183, 0.133473, -0.333346], [-3.106632, -0.939142, -1.036585], [-3.414628, -2.033351, -0.380588], [-3.393868, -1.059060, -2.365845], [-1.390765, -0.722663, -0.657004], [-0.646983, -0.339242, -1.796924], [0.751474, -0.040448, -1.309262], [1.312372, -0.150898, -0.113252], [0.371677, -0.435936, 0.664376], [-0.990242, -0.603056, 0.702639], [-1.616111, -0.997039, 1.395703], [0.834924, -0.211620, 1.847888], [2.545774, 0.322482, -0.193634], [3.331677, 0.419568, 1.066116], [2.769159, 0.077128, 2.321370], [4.782828, 0.817755, 0.893815], [5.746580, -0.350224, 1.557450], [5.339497, -0.487511, 2.597454], [5.902368, -1.287762, 0.618032], [6.881382, -1.729775, 0.710930], [5.926374, -0.749982, -0.629064], [5.498499, -1.045354, -1.646264], [6.959384, -0.100353, -1.159959], [5.021327, 0.570598, -0.396745], [5.145610, -1.906656, 0.467269], [6.607971, 0.304841, 1.774113], [4.873315, 1.683084, 1.262673], [3.142488, 0.317762, -0.907176], [1.338738, 0.204663, -2.302344], [-0.989828, -0.355499, -2.867978], [-3.775279, 1.548473, -0.890334], [-4.926483, 1.738628, -1.728249], [-4.780308, 0.750906, -2.669419], [-5.873439, 1.953469, -1.470009], [-4.703311, 2.691207, -2.372643], [-3.804496, 2.417335, 0.068601], [-2.889035, 1.753808, -1.336055], [-5.533342, 1.112766, 0.855460], [-5.570654, -0.757115, 0.116809], [-5.485745, -0.662600, 2.507352]], "atomic_forces_ev_per_a": [[4.1, -3.9, -7.7], [0.4, 1.0, 0.5], [3.2, 3.3, 2.2], [4.8, 7.3, 3.5], [-2.1, 7.2, 3.0], [4.5, 3.9, -0.9], [-3.1, -11.7, 7.5], [0.0, 1.2, -7.0], [-2.2, 2.3, -2.3], [3.6, -0.3, 4.0], [-3.5, -0.4, -11.0], [1.0, 1.4, -7.7], [-2.2, -0.1, 15.8], [2.2, -0.6, -6.9], [-1.4, -0.5, 2.6], [-1.5, -1.3, -2.9], [3.6, 0.9, 11.1], [-5.3, -2.5, 4.8], [3.6, 2.4, -7.5], [-1.6, -10.0, -0.8], [-2.1, 8.8, 7.2], [0.3, -0.9, -1.2], [4.0, -4.9, -0.8], [0.1, -1.3, 0.4], [1.5, 9.4, -8.9], [0.2, -0.9, 2.1], [-2.4, -2.2, 2.3], [1.9, -0.2, -4.2], [-3.3, -3.8, 0.9], [0.4, -0.7, -0.4], [1.6, 7.0, 2.5], [2.2, -0.1, -4.1], [-0.4, -0.1, 2.2], [0.5, 0.1, 1.5], [-2.7, 0.3, 6.3], [3.4, -0.2, -8.2], [-1.1, 3.1, 2.9], [-3.2, -0.3, 1.8], [-0.2, -1.5, 0.8], [0.2, -2.7, -2.3], [2.7, 0.1, -1.5], [0.5, -3.5, -1.8], [-4.1, -3.5, -2.2], [-7.7, -1.6, 4.4]]}

---

No. 2
{"formula": "C15H22N2OPPd", "method": "ωB97M-V/def2-TZVPD", "e_homo_ev": [-8.02, -11.16], "lumo_ev": [-4.37, -7.66], "homo_lumo_gap_ev": [3.656, 3.501], "charge": 1, "multiplicity": 5, "symbols": ["C", "C", "C", "C", "C", "Pd", "P", "H", "H", "H", "H", "H", "H", "H", "H", "C", "C", "N", "C", "C", "C", "O", "C", "C", "C", "C", "N", "C", "H", "H", "H", "H", "H", "H", "H", "H", "H", "H", "H", "H", "H", "H"], "positions_angstrom": [[-0.326054, 0.723209, -1.743798], [-0.117951, -0.246431, -2.689014], [-0.098989, -1.624063, -2.373565], [-0.619841, -2.117962, -1.143716], [-1.115318, -1.302877, -0.170048], [0.258450, 0.060566, -0.083432], [-0.134709, 2.263219, 0.759878], [-0.485943, 1.809922, -1.932428], [0.079118, 0.067689, -3.730923], [0.225665, -2.350492, -3.139247], [-1.756574, -1.714084, 0.636242], [-0.700063, -3.201785, -0.980397], [-1.178644, 2.350573, 1.761289], [-0.432610, 3.411447, -0.059766], [0.938713, 2.785865, 1.562308], [-3.637827, -1.011855, 7.120937], [-2.231295, -1.555293, 7.221040], [-1.292599, -0.870297, 6.305715], [-0.998007, 0.528725, 6.642089], [-0.239295, 0.631431, 7.949752], [-1.337792, -1.241304, 4.966093], [-2.261857, -1.889286, 4.477889], [-0.141942, -0.851694, 4.165607], [1.139407, -0.620160, 4.693297], [2.184115, -0.282393, 3.844037], [1.904352, -0.115790, 2.485076], [0.674049, -0.342192, 2.015240], [-0.327596, -0.781264, 2.787657], [-3.646110, 0.069517, 7.301259], [-4.273114, -1.498354, 7.865165], [-4.056861, -1.218788, 6.129174], [-1.824907, -1.422906, 8.232461], [-2.206903, -2.620211, 6.958479], [-0.391913, 0.958367, 5.838457], [-1.929697, 1.117873, 6.691663], [0.679127, 0.038470, 7.901533], [0.044199, 1.671751, 8.134590], [-0.840357, 0.281633, 8.792799], [1.313507, -0.796970, 5.746213], [3.188958, -0.076468, 4.197107], [2.657798, 0.222445, 1.771021], [-1.312894, -0.998681, 2.361769]], "atomic_forces_ev_per_a": [[-0.7, 1.4, -2.4], [-0.1, 0.3, 0.0], [0.0, -1.2, -0.7], [-0.1, -0.1, -0.6], [-1.0, -1.8, 0.3], [1.9, 0.7, 2.7], [0.1, 1.1, 1.4], [-0.1, -1.2, 0.0], [0.1, -0.1, 0.6], [-0.2, 0.6, 0.5], [0.5, 0.8, -0.5], [0.1, 0.3, -0.2], [0.6, -0.2, -0.8], [0.1, -0.7, 0.4], [-0.5, -0.3, -0.5], [-0.4, 0.0, 0.0], [0.4, 0.1, -0.4], [-0.3, -0.2, -0.4], [0.2, -0.1, -0.1], [0.2, 0.2, 0.1], [-0.6, -0.2, 0.5], [0.8, 0.2, 0.2], [-1.2, -0.2, -2.1], [1.2, 0.0, 1.0], [-0.6, 0.2, -0.9], [3.1, 0.8, 0.7], [-2.5, -0.6, -2.0], [-1.0, 0.3, 2.1], [-0.2, -0.2, 0.0], [0.0, 0.1, 0.0], [0.1, 0.1, 0.2], [-0.2, -0.2, -0.3], [0.0, 0.3, 0.2], [-0.2, -0.1, 0.1], [0.2, -0.2, 0.0], [-0.1, 0.0, 0.1], [-0.1, -0.1, 0.1], [0.2, 0.1, -0.1], [0.0, 0.1, 0.0], [-0.1, -0.1, -0.1], [-0.1, -0.1, 0.3], [0.6, 0.1, 0.4]]}

---

No. 3
{"formula": "C15H22N4", "method": "ωB97M-V/def2-TZVPD", "e_homo_ev": -7.74, "lumo_ev": 0.84, "e_above_lowest_ev": 0.9401, "homo_lumo_gap_ev": 8.584, "smiles": "CCCc1nn(CCc2ccccn2)c(N)c1CC", "symbols": ["C", "C", "H", "H", "C", "C", "N", "N", "C", "C", "C", "H", "C", "H", "H", "H", "H", "N", "H", "H", "C", "H", "H", "C", "C", "N", "C", "C", "C", "C", "H", "H", "H", "H", "H", "H", "H", "H", "H", "H", "H"], "positions_angstrom": [[-2.542128, -1.408749, 2.266071], [-3.105783, -1.997254, 0.978751], [-2.418612, -2.749026, 0.586632], [-4.059178, -2.487077, 1.190340], [-3.317357, -0.929353, -0.101802], [-2.015676, -0.354076, -0.549994], [-1.205763, -1.043145, -1.334496], [-0.118280, -0.275195, -1.530098], [-0.215482, 0.893094, -0.849728], [-1.442593, 0.886224, -0.203137], [-2.017288, 1.987483, 0.627499], [-1.208021, 2.503514, 1.151676], [-2.796690, 2.989545, -0.227886], [-2.152247, 3.435704, -0.983330], [-3.205517, 3.786299, 0.390389], [-3.617058, 2.489718, -0.738181], [-2.684826, 1.565679, 1.380550], [0.794503, 1.835096, -0.788060], [0.460348, 2.776625, -0.651345], [1.495684, 1.767754, -1.510115], [1.003192, -0.807129, -2.247957], [1.585166, 0.013315, -2.676261], [0.609400, -1.430074, -3.054562], [1.905732, -1.659450, -1.334505], [2.314167, -0.855700, -0.135569], [3.380092, -0.077631, -0.271930], [3.731088, 0.694870, 0.740757], [3.038525, 0.746489, 1.939279], [1.923699, -0.064540, 2.083672], [1.556440, -0.883913, 1.031855], [0.694811, -1.530162, 1.102195], [1.349897, -0.056158, 2.999453], [3.360618, 1.401211, 2.734088], [4.610630, 1.304643, 0.575506], [2.788285, -1.960302, -1.898133], [1.348014, -2.542005, -1.021133], [-3.959078, -0.135332, 0.283311], [-3.809833, -1.390744, -0.959848], [-1.611434, -0.882156, 2.065994], [-3.245989, -0.703786, 2.704847], [-2.347732, -2.194001, 2.993891]], "atomic_forces_ev_per_a": [[-0.1, -0.2, -0.1], [-0.1, 0.2, 0.1], [-0.1, -0.1, 0.0], [0.0, -0.1, 0.0], [0.1, -0.3, 0.0], [0.4, 0.2, -0.2], [-0.4, -0.8, -0.1], [-0.2, 0.7, 0.3], [-0.5, -0.2, 0.1], [0.3, 0.1, 0.0], [0.0, 0.0, -0.3], [0.0, 0.0, 0.1], [0.0, 0.0, 0.3], [0.0, 0.0, -0.1], [-0.1, 0.1, 0.0], [-0.1, 0.0, -0.1], [0.1, 0.0, 0.1], [0.1, 0.1, 0.0], [0.1, 0.0, -0.1], [0.0, 0.1, 0.1], [0.3, -0.4, 0.0], [-0.1, -0.1, 0.0], [0.1, 0.2, 0.0], [-0.2, 0.2, -0.1], [-0.1, -0.3, 0.2], [0.1, -0.1, -0.5], [0.1, 0.2, 0.3], [0.0, 0.0, 0.0], [0.1, 0.0, -0.1], [0.2, 0.0, 0.0], [-0.1, -0.1, 0.0], [0.0, 0.0, 0.1], [0.1, 0.1, 0.1], [0.1, 0.1, 0.1], [0.0, -0.1, 0.0], [0.0, 0.0, -0.1], [-0.1, 0.0, 0.0], [-0.1, 0.1, 0.0], [0.1, 0.1, 0.0], [0.0, 0.1, 0.1], [0.0, 0.0, 0.1]]}